# 1
DFT (ωB97M-V with the def2-TZVPD basis set) results for a molecular structure, C6H6.

XYZ file:
```
12
Properties=species:S:1:pos:R:3:forces:R:3:lowdin_charge:R:1
C -1.148370 -0.775000 -0.647924 -0.0629 -0.0352 -0.0715 -0.057
C -0.308679 -0.067536 0.430332 0.0199 -0.0373 0.0404 -0.377
C 1.087875 -0.527485 0.401067 0.5703 -0.1352 -0.0421 -0.122
C 2.246329 -0.839970 0.317886 -0.4781 0.0689 0.0438 0.135
C -0.310692 1.415705 0.273057 -0.2661 0.4680 -0.0051 -0.199
C -0.475926 2.666416 0.175860 0.0949 -0.6803 0.0300 0.095
H -0.802584 -0.495202 -1.646139 -0.0262 -0.0364 0.1502 0.090
H -1.047145 -1.857997 -0.531989 -0.0317 0.1692 -0.0059 0.084
H -2.204430 -0.507108 -0.552998 0.1742 0.0147 -0.0005 0.085
H -0.737160 -0.289505 1.416381 0.1169 0.0013 -0.1297 0.148
H 3.273260 -1.122127 0.246139 -0.1600 0.0209 0.0310 0.033
H 0.706856 2.039254 0.091775 0.0487 0.1813 -0.0406 0.085
```
Positions in Å, forces in eV/Å.

Computed properties:
LUMO energy = 0.75 eV

# 2
DFT (ωB97M-V with the def2-TZVPD basis set) results for C2H7N3S2 in the gas phase in a non-equilibrium geometry.

XYZ file:
```
14
Properties=species:S:1:pos:R:3:forces:R:3:lowdin_charge:R:1
C -0.796046 2.166139 0.097777 0.8562 0.3009 -0.5946 -0.144
N 0.261653 1.180055 0.039043 0.2856 1.2305 -0.4254 0.001
C 0.124236 -0.037476 0.260241 0.6021 -0.4623 0.4733 -0.625
N 1.254343 -0.875897 0.258692 -0.7470 0.8555 0.2305 -0.399
S 2.738941 -0.230760 -0.178123 0.7913 0.1235 -0.0210 0.733
N -1.032009 -0.738832 0.574257 -1.6812 -0.4106 -0.0090 -0.378
S -2.463355 -0.714374 -0.369237 0.6295 0.2726 0.3462 0.745
H -1.542223 1.989149 0.852688 -0.7653 -0.4585 0.0228 0.052
H -0.400351 3.154362 0.364464 0.3695 -0.2962 -0.0830 0.071
H -1.146756 2.281533 -0.940019 -0.5851 -0.0414 0.5295 0.084
H 1.051623 -1.814670 0.002248 0.0268 -0.5703 -0.4433 0.062
H 2.370672 0.602606 -1.183617 -0.1334 -0.3382 0.1340 -0.134
H -1.066990 -1.291128 1.421346 0.1196 0.1441 -0.2340 0.085
H -3.032407 0.471048 -0.011407 0.2313 -0.3494 0.0740 -0.153
```
Positions in Å, forces in eV/Å.

Computed properties:
LUMO energy = 0.63 eV
SMILES = CN=C(NS)NS

# 3
DFT (ωB97M-V with the def2-TZVPD basis set) results for 3 unconnected molecules or ions with the total composition C3H11NOS2 in a non-equilibrium geometry.

XYZ file:
```
18
Properties=species:S:1:pos:R:3:forces:R:3:lowdin_charge:R:1
S -3.623331 0.668804 -0.273761 0.7470 0.6249 -0.2048 0.341
S 3.754766 -0.139545 -0.126941 0.0965 -0.0081 -0.0858 0.700
C 2.076619 0.199134 -0.716109 0.1891 -0.0226 -0.1982 -0.583
C 1.009088 -0.421619 0.153864 -0.0009 -0.5194 0.6381 -0.336
N -0.305895 -0.134148 -0.347633 -0.9998 0.1320 -0.4251 -0.120
C -0.735313 1.254694 -0.284727 1.3001 -1.4057 0.4935 -0.126
H 3.778857 0.780873 0.845144 -0.0349 -0.0159 0.0266 -0.148
H 2.012375 -0.177598 -1.737674 0.0288 -0.2150 0.0728 0.076
H 1.943620 1.271732 -0.817333 0.0172 0.1969 0.1747 0.060
H 1.086307 -1.504481 0.197836 0.2334 -0.2380 -0.5267 0.117
H 1.196680 -0.201728 1.220618 -0.2137 0.7469 -0.0692 0.111
H -1.000241 -0.773858 0.005181 0.1508 -0.0404 0.2385 0.051
H -0.405808 1.687581 0.667318 -0.2296 0.5323 -0.1477 0.104
H -0.335133 1.744360 -1.166502 -0.3849 0.6657 0.0515 0.093
H -1.847412 1.389671 -0.306046 -0.9780 -0.1615 -0.1346 -0.129
H -2.942857 -1.415207 0.292516 0.4692 -0.1633 0.0196 -0.120
H -3.195415 -2.205650 1.499996 0.3462 -0.2712 0.3379 0.036
O -2.466903 -2.023021 0.894246 -0.7365 0.1623 -0.2609 -0.129
```
Positions in Å, forces in eV/Å.

Computed properties:
LUMO energy = -3.54 eV

# 4
DFT (ωB97M-V with the def2-TZVPD basis set) results for a molecular structure, C34H26N2P2PtS2.

XYZ file:
```
67
Properties=species:S:1:pos:R:3:forces:R:3:lowdin_charge:R:1
Pt 0.867340 -0.029792 -1.467361 0.0882 0.1907 -0.1694 0.537
S 0.812623 -2.082909 -2.609979 0.0300 0.0285 -0.1067 0.695
C 1.629894 -3.140678 -1.519847 -0.0690 -0.0494 -0.1281 -0.620
C 1.929871 -4.441240 -1.939004 -0.0925 0.0804 -0.1106 -0.028
C 2.553411 -5.323808 -1.084985 0.0366 -0.0480 0.0583 -0.124
C 2.838787 -6.656386 -1.523620 -0.0205 0.1809 0.0767 -0.133
N 3.067159 -7.724781 -1.875010 0.0135 -0.1188 -0.0561 0.245
C 2.913765 -4.921867 0.238345 -0.0085 0.0981 0.0576 -0.143
C 2.643219 -3.647200 0.654527 0.1555 -0.2652 0.1129 -0.026
C 2.004246 -2.735255 -0.213348 -0.0690 0.2553 0.0667 -0.606
S 1.731226 -1.171082 0.381819 -0.0295 -0.0874 -0.0448 0.813
C 3.563129 -5.843385 1.123275 -0.0307 0.0036 -0.0325 -0.147
N 4.076544 -6.573356 1.844213 0.0295 -0.0231 0.0420 0.231
H 1.660749 -4.760185 -2.937401 0.0100 -0.0130 0.0114 0.137
H 2.925654 -3.326395 1.648645 0.0070 -0.0314 0.0103 0.135
C 1.394782 1.122438 -3.465709 0.0876 0.0463 -0.0025 -0.139
C 0.047068 0.897458 -3.450463 -0.0158 0.1569 -0.0373 -0.212
P -1.365994 -0.619211 -0.723310 -0.0922 -0.0175 0.1612 1.010
C -1.492474 -1.022505 1.016029 -0.0323 0.0228 -0.1401 -0.479
C -1.156651 -0.079952 1.992904 0.0047 0.0531 -0.0648 -0.119
C -1.242182 -0.421020 3.329134 -0.0570 -0.2278 0.1366 -0.049
C -1.642682 -1.707247 3.695045 0.0675 0.1712 -0.0784 -0.031
C -1.962755 -2.648733 2.723638 0.0081 -0.0032 0.0882 -0.045
C -1.886056 -2.313147 1.382528 -0.0460 0.0200 -0.0897 -0.081
C -2.915843 -0.158105 -1.454315 0.1615 -0.0388 -0.0576 -0.426
C -3.082642 -0.190305 -2.845677 -0.0382 0.0230 -0.0614 -0.101
C -4.287318 0.194746 -3.407459 0.1013 -0.0362 0.0035 -0.045
C -5.332418 0.607859 -2.590311 0.0336 -0.0079 0.1120 -0.032
C -5.174081 0.625579 -1.207473 -0.0989 0.0079 -0.0200 -0.046
C -3.976532 0.242565 -0.632998 -0.0412 0.0312 0.3154 -0.075
P 1.295592 2.005887 -0.314284 -0.0197 -0.1471 -0.2001 0.989
C 2.375715 1.901013 1.091828 0.1091 -0.0823 0.0440 -0.488
C 1.950761 2.202710 2.393302 0.1759 -0.0825 0.0038 -0.097
C 2.831579 2.051385 3.451972 -0.0470 0.0200 -0.0286 -0.041
C 4.129583 1.608544 3.225750 -0.0397 0.0224 0.0811 -0.033
C 4.557562 1.306521 1.940721 -0.0333 -0.0070 -0.1790 -0.049
C 3.687066 1.445422 0.871842 -0.1033 0.0791 0.1548 -0.134
C 0.030426 3.205539 -0.064251 -0.2223 0.0136 -0.1070 -0.428
C -1.193635 3.119834 -0.761839 0.1277 0.2554 0.3247 -0.102
C -2.143926 4.117282 -0.614037 0.0621 -0.3401 -0.2005 -0.047
C -1.879566 5.209348 0.195957 -0.0384 0.1932 0.0934 -0.031
C -0.664033 5.320768 0.859448 0.1673 0.0089 0.0714 -0.036
C 0.298393 4.335244 0.731843 -0.1980 0.0691 -0.0451 -0.079
H 1.793533 2.090931 -3.192406 0.0430 -0.0508 0.0832 0.065
H 2.068474 0.430017 -3.957246 0.0086 -0.0192 0.0393 0.078
H -0.361387 0.062679 -4.000238 -0.0058 -0.0944 0.0249 0.044
H -0.641383 1.695152 -3.191116 0.0656 -0.1221 -0.0138 0.065
H -0.854949 0.921731 1.705046 -0.0073 -0.0147 -0.0139 0.087
H -1.003275 0.310815 4.088987 -0.0032 -0.0154 0.0199 0.117
H -1.704762 -1.973459 4.742009 -0.0054 0.0112 -0.0099 0.122
H -2.276280 -3.644054 3.011437 0.0099 0.0354 0.0033 0.122
H -2.141706 -3.044785 0.623493 0.0130 0.0412 0.0336 0.117
H -2.285850 -0.548930 -3.482132 -0.0325 -0.0375 -0.0039 0.086
H -4.419822 0.158698 -4.480081 0.0129 -0.0119 -0.0038 0.121
H -6.275470 0.900604 -3.030861 -0.0130 0.0118 0.0120 0.123
H -5.995627 0.930551 -0.573321 0.0033 0.0040 -0.0007 0.121
H -3.861852 0.249052 0.449297 -0.0242 0.0128 -0.2032 0.115
H 0.945525 2.555217 2.573896 -0.0526 -0.0335 0.0332 0.101
H 2.508520 2.286269 4.457082 -0.0062 -0.0022 0.0029 0.120
H 4.812971 1.503052 4.057748 -0.0039 0.0003 0.0009 0.123
H 5.572139 0.972830 1.771802 0.0018 -0.0019 -0.0147 0.121
H 4.025463 1.219428 -0.132499 0.0016 -0.0019 -0.0270 0.107
H -1.401959 2.275491 -1.398964 -0.0508 -0.1220 0.0108 0.047
H -3.088203 4.045731 -1.139189 0.0363 -0.0113 0.0120 0.119
H -2.620428 5.991136 0.299997 0.0102 -0.0043 0.0129 0.124
H -0.461736 6.189059 1.472078 0.0032 -0.0069 -0.0056 0.124
H 1.250738 4.441217 1.235127 -0.0381 0.0284 -0.0582 0.111
```
Positions in Å, forces in eV/Å.

Computed properties:
LUMO energy (spin up / spin down) = -6.94 / -9.59 eV
2S+1 = 5
Total charge = +2

# 5
DFT (ωB97M-V with the def2-TZVPD basis set) results for a molecular structure, C23H54CaN3O4 in a non-equilibrium geometry.

XYZ file:
```
85
Properties=species:S:1:pos:R:3:forces:R:3:lowdin_charge:R:1
Ca 2.197944 -2.974109 -0.961336 -1.0804 2.7659 0.0971 1.697
O 1.148669 1.075060 -0.502684 -0.3321 -1.6439 0.8955 0.130
C 1.490909 -0.208180 -0.645280 0.4793 -2.1138 -1.5171 -0.789
O 2.243077 -0.623258 -1.583185 0.5247 0.3281 0.1332 -0.134
O 0.982165 -1.090126 0.118606 0.0525 -0.2131 0.6282 -0.142
H 0.533426 0.902661 0.252133 0.1314 1.2733 -0.3319 0.139
C -0.460313 -3.115053 -4.738685 0.2955 -0.2115 -0.2988 -0.133
C -1.358095 -3.472131 -3.557813 -0.6151 -0.5453 -0.5052 -0.148
C -0.364629 -4.068388 -2.577778 -0.4074 -0.2095 -2.0809 -0.160
O 0.660096 -3.033659 -2.656472 0.9085 -0.8171 1.9859 -0.366
C 0.842268 -2.656489 -4.044578 -0.9042 1.0262 -0.3179 -0.138
H -0.914760 -2.387772 -5.408858 0.1964 0.3301 0.2363 0.116
H -0.248368 -3.972489 -5.380643 -0.1019 -0.1879 0.2368 0.118
H -2.184143 -4.137335 -3.816573 0.2381 -0.1836 -0.1013 0.132
H -1.843908 -2.576134 -3.168695 0.2833 0.0251 0.3389 0.101
H 0.123318 -4.951896 -3.007274 -0.4010 -0.2081 -0.0433 0.129
H -0.842930 -4.397450 -1.653684 0.7036 1.0231 0.6964 0.137
H 1.763155 -3.058052 -4.468699 -0.1059 -0.3219 0.1349 0.126
H 0.931375 -1.570353 -4.005531 0.0609 -0.0395 -0.1078 0.127
C 4.371767 2.555158 1.357548 -0.1656 -0.4593 -0.2642 -0.086
C 3.167513 2.629560 2.283912 0.2372 1.1656 0.9029 -0.267
N 2.477749 3.931385 2.264227 0.5092 -0.7843 -0.6453 -0.192
C 1.765056 4.092313 0.995990 0.1585 0.6481 0.5854 -0.261
C 1.231637 5.516909 0.820502 0.3789 -0.2090 0.1109 -0.078
C 1.643633 4.113162 3.436977 -0.1866 1.0072 0.5519 -0.262
C 0.385377 3.249049 3.588562 -0.3330 0.5774 0.3602 -0.077
H 4.139943 2.470394 0.294348 -0.1686 0.1432 0.0344 0.061
H 4.946840 1.658799 1.603002 0.0674 0.0439 0.0549 0.067
H 5.009217 3.424129 1.511166 -0.0301 0.0285 0.0030 0.082
H 2.442990 1.811283 2.189932 0.1486 -0.2914 -0.2791 0.088
H 3.588567 2.600149 3.294001 -0.1416 -0.4303 0.0641 0.115
H 2.448835 3.924367 0.164907 0.1386 -0.2835 0.1939 0.106
H 0.984014 3.321342 0.953368 -0.2531 0.1956 -0.4075 0.091
H 1.185394 5.713858 -0.250364 -0.7401 0.1262 0.0767 0.071
H 0.314958 5.685909 1.383516 -0.2700 0.0435 -0.4578 0.066
H 1.941820 6.256018 1.197923 0.2167 -0.2541 0.1225 0.080
H 1.389284 5.176430 3.501651 -0.4201 -0.0402 -0.4328 0.108
H 2.264428 4.064552 4.336225 0.1744 -0.6340 -0.1111 0.114
H -0.312439 3.382514 2.758192 0.3419 -0.5098 -0.3479 0.065
H -0.250725 3.601631 4.407400 0.4612 0.0884 0.2898 0.075
H 0.627924 2.214745 3.826316 -0.1531 -0.1769 -0.4061 0.053
C -2.004329 0.356163 -2.196266 -0.2826 -0.6097 0.6891 -0.072
C -2.704338 0.111049 -3.546245 0.7616 0.8961 0.5033 -0.271
N -3.285859 1.325627 -4.082183 -0.2520 0.1304 -0.7304 -0.202
C -3.555992 1.139495 -5.535578 0.2548 0.4046 1.1185 -0.247
C -2.434520 1.700774 -6.373818 0.2574 -0.6651 -0.9876 -0.088
C -4.447053 1.818592 -3.351840 0.5592 0.6589 0.3458 -0.254
C -4.791361 3.241284 -3.802355 -0.2381 0.2402 -0.0001 -0.086
H -2.477466 1.105699 -1.562938 -0.1669 0.0751 -0.2265 0.062
H -0.956363 0.644695 -2.273533 -0.0488 0.1098 -0.3956 0.064
H -2.021032 -0.553826 -1.583980 0.0436 -0.0603 -0.0941 0.066
H -1.878915 -0.167314 -4.208319 -0.3208 -0.2614 -0.3308 0.097
H -3.450268 -0.698836 -3.521831 0.0746 -0.1585 0.2017 0.114
H -3.724859 0.063860 -5.650572 -0.1592 0.0411 -0.6610 0.109
H -4.433003 1.712639 -5.833945 -0.2911 -0.3998 0.2212 0.103
H -1.445152 1.315732 -6.117208 -0.0186 0.2389 0.3597 0.066
H -2.568193 1.384444 -7.415327 -0.1311 0.1039 0.0015 0.074
H -2.461365 2.787994 -6.377760 0.2312 0.0035 0.2568 0.075
H -4.168014 1.893858 -2.299492 0.0010 -0.1553 0.0070 0.095
H -5.315265 1.145484 -3.383182 -0.0877 -0.0266 -0.2449 0.121
H -5.324782 3.803918 -3.033685 -0.3014 -0.3026 -0.0120 0.071
H -5.386646 3.256512 -4.715335 -0.0703 0.0506 0.0506 0.063
H -3.905310 3.851751 -3.982861 0.2411 -0.3581 -0.0682 0.079
C -1.354897 -4.095607 5.117031 0.0213 -0.1130 -0.3647 -0.081
C -0.435844 -2.899316 4.828244 -0.1975 -0.1725 0.8407 -0.262
N 0.718991 -3.202868 3.983824 -0.6803 -0.8304 0.2131 -0.188
C 1.710674 -3.924711 4.771372 0.3533 0.9705 1.0701 -0.267
C 3.001845 -4.296557 4.061025 -0.6448 -0.8161 -0.0778 -0.086
C 1.198464 -2.040742 3.294322 0.4617 0.9954 -0.7500 -0.290
C 1.813996 -0.910342 4.132774 0.5798 -0.2283 -0.4007 -0.061
H -1.949134 -4.261939 4.218554 -0.2121 -0.3065 0.1911 0.069
H -1.994786 -3.954171 5.988931 -0.2079 0.5362 -0.2434 0.074
H -0.855189 -5.028522 5.385907 0.3975 0.1299 -0.3793 0.061
H -1.007903 -2.094212 4.366386 -0.0993 -0.1240 -0.1606 0.116
H -0.138750 -2.498071 5.809477 0.3546 0.1160 -0.0604 0.112
H 1.994321 -3.305389 5.645290 0.2099 0.2903 -0.1825 0.117
H 1.230069 -4.732687 5.323456 0.0144 -0.4916 -0.7437 0.107
H 2.825893 -5.017162 3.254553 -0.1159 0.2101 -0.1960 0.066
H 3.501353 -3.413768 3.668464 0.2116 -0.0687 0.0965 0.056
H 3.635972 -4.847521 4.754923 0.2141 0.3396 0.0796 0.079
H 0.418612 -1.612367 2.658545 -0.3159 -0.2110 0.2951 0.100
H 1.937333 -2.337516 2.537775 0.1791 -0.1627 0.1573 0.079
H 1.126689 -0.516987 4.878256 0.1339 -0.1141 0.1996 0.076
H 2.135143 -0.079265 3.502095 -0.3413 0.0416 -0.2225 0.049
H 2.764200 -1.248377 4.554783 -0.2692 -0.0176 0.5569 0.071
```
Positions in Å, forces in eV/Å.

Computed properties:
LUMO energy = -4.91 eV
Total charge = +1